1.
{"formula": "C51H68FN2O25Sr2", "method": "ωB97M-V/def2-TZVPD", "spin_multiplicity": 1, "total_charge": 1, "homo_ev": -9.18, "gap_ev": 4.46, "elements": ["Sr", "Sr", "C", "C", "C", "O", "C", "C", "C", "O", "O", "O", "H", "H", "F", "C", "O", "C", "C", "N", "C", "C", "O", "C", "H", "H", "H", "H", "H", "H", "H", "H", "H", "H", "H", "H", "H", "H", "H", "C", "O", "C", "C", "N", "C", "C", "O", "C", "H", "H", "H", "H", "H", "H", "H", "H", "H", "H", "H", "H", "H", "H", "H", "C", "C", "C", "C", "C", "C", "O", "O", "H", "H", "H", "H", "H", "H", "C", "C", "C", "C", "C", "C", "O", "O", "H", "H", "H", "H", "H", "H", "C", "C", "C", "C", "C", "C", "O", "O", "H", "H", "H", "H", "H", "H", "C", "C", "C", "C", "C", "C", "O", "O", "H", "H", "H", "H", "H", "H", "C", "C", "O", "C", "O", "O", "H", "H", "H", "H", "C", "C", "O", "C", "O", "O", "H", "H", "H", "H", "C", "C", "O", "C", "O", "O", "H", "H", "H", "H"], "positions_angstrom": [[-5.024, -3.473, -1.959], [-5.837, 0.163, -0.367], [-1.413, -2.171, -0.609], [-0.141, -1.557, -0.816], [-0.107, -0.057, -1.057], [0.934, 0.526, -1.219], [-1.328, 0.689, -1.005], [-2.528, 0.093, -0.794], [-2.575, -1.437, -0.710], [-3.741, -1.980, -0.556], [-3.623, 0.702, -0.534], [0.928, -2.168, -0.714], [-1.469, -3.195, -0.274], [-1.194, 1.752, -0.849], [-5.756, -1.203, -2.435], [1.975, 4.117, 9.398], [2.444, 2.961, 8.761], [1.403, 2.074, 8.403], [0.389, 2.646, 7.423], [0.943, 3.101, 6.165], [1.607, 1.989, 5.395], [1.802, 2.435, 3.972], [0.548, 2.570, 3.342], [0.650, 2.395, 1.953], [1.444, 4.766, 8.694], [2.790, 4.727, 9.801], [1.385, 3.902, 10.302], [0.892, 1.748, 9.325], [1.851, 1.170, 7.992], [-0.216, 3.419, 7.897], [-0.305, 1.821, 7.220], [1.668, 3.788, 6.342], [0.965, 1.120, 5.490], [2.602, 1.932, 5.849], [2.358, 1.636, 3.453], [2.377, 3.365, 3.907], [1.492, 2.933, 1.508], [-0.258, 2.633, 1.401], [0.755, 1.302, 1.803], [-4.138, -4.635, 1.286], [-4.415, -5.034, -0.058], [-3.848, -6.313, -0.375], [-4.080, -6.643, -1.833], [-3.682, -5.577, -2.804], [-2.276, -5.187, -2.729], [-2.034, -4.110, -3.771], [-2.883, -2.979, -3.565], [-2.647, -1.838, -4.392], [-3.068, -4.629, 1.497], [-4.662, -5.284, 1.995], [-4.549, -3.638, 1.430], [-4.399, -7.061, 0.205], [-2.795, -6.328, -0.108], [-5.139, -6.900, -1.947], [-3.563, -7.583, -2.065], [-3.906, -6.123, -3.634], [-1.612, -6.016, -3.017], [-1.919, -4.916, -1.736], [-2.373, -4.571, -4.713], [-0.988, -3.820, -3.856], [-3.267, -1.051, -3.970], [-2.857, -2.070, -5.438], [-1.598, -1.525, -4.342], [-3.943, 4.733, 1.563], [-4.384, 5.981, 1.120], [-4.319, 6.294, -0.228], [-3.625, 5.468, -1.123], [-3.167, 4.239, -0.676], [-3.310, 3.883, 0.671], [-2.726, 2.708, 1.137], [-4.872, 7.473, -0.635], [-4.006, 4.516, 2.621], [-4.976, 6.643, 1.739], [-3.521, 5.745, -2.166], [-2.611, 3.623, -1.376], [-2.497, 2.241, 0.329], [-5.134, 7.484, -1.559], [2.128, -6.515, -1.770], [1.774, -5.391, -1.044], [1.059, -5.538, 0.145], [0.714, -6.820, 0.562], [1.215, -7.948, -0.078], [1.913, -7.788, -1.278], [2.429, -8.835, -1.977], [0.648, -4.474, 0.894], [2.676, -6.466, -2.705], [2.142, -4.427, -1.369], [0.186, -6.911, 1.507], [1.061, -8.936, 0.343], [1.948, -9.641, -1.766], [0.744, -3.670, 0.333], [5.487, 0.916, -1.857], [4.309, 0.522, -1.244], [4.241, 0.560, 0.145], [5.267, 1.106, 0.880], [6.385, 1.614, 0.247], [6.510, 1.488, -1.123], [7.650, 1.965, -1.783], [3.115, 0.067, 0.764], [5.570, 0.856, -2.937], [3.616, -0.094, -1.796], [5.169, 1.162, 1.957], [7.217, 1.979, 0.834], [7.465, 2.874, -2.040], [2.390, 0.256, 0.152], [3.124, 5.171, -1.501], [2.827, 6.317, -0.782], [1.556, 6.499, -0.230], [0.622, 5.488, -0.345], [0.912, 4.337, -1.064], [2.162, 4.191, -1.667], [2.404, 3.128, -2.516], [1.247, 7.615, 0.513], [4.145, 4.983, -1.812], [3.534, 7.104, -0.542], [-0.290, 5.529, 0.241], [0.121, 3.606, -1.194], [1.770, 2.443, -2.266], [2.013, 7.895, 1.023], [-0.539, 2.727, -5.603], [-1.135, 2.210, -4.307], [-2.397, 2.883, -4.268], [-2.240, 4.075, -4.910], [-3.021, 4.958, -4.869], [-1.169, 4.016, -5.733], [-0.812, 2.127, -6.470], [0.543, 2.809, -5.553], [-0.549, 2.428, -3.408], [-1.289, 1.132, -4.280], [0.763, -1.705, 2.826], [-0.688, -1.247, 2.561], [-1.162, -0.853, 3.844], [-0.300, -1.253, 4.806], [-0.516, -1.225, 5.971], [0.860, -1.665, 4.259], [1.533, -1.121, 2.331], [0.848, -2.763, 2.583], [-1.326, -2.065, 2.224], [-0.728, -0.431, 1.841], [1.916, -2.857, -3.963], [3.117, -2.053, -3.520], [2.987, -0.828, -4.263], [1.847, -0.808, -4.953], [1.512, 0.131, -5.592], [1.131, -1.950, -4.755], [1.401, -3.319, -3.121], [2.137, -3.693, -4.634], [4.073, -2.475, -3.825], [3.120, -1.838, -2.455]]}


2.
{"formula": "C22H31ClIrN2O4", "method": "ωB97M-V/def2-TZVPD", "spin_multiplicity": 5, "s2": 6.025, "total_charge": -1, "homo_ev": [-0.02, -4.29], "gap_ev": [2.85, 6.12], "elements": ["Ir", "Cl", "N", "N", "C", "C", "C", "C", "C", "C", "H", "H", "H", "H", "H", "H", "C", "C", "C", "C", "H", "H", "H", "H", "H", "H", "O", "H", "H", "O", "H", "H", "C", "C", "C", "H", "H", "C", "C", "H", "C", "C", "C", "C", "H", "C", "H", "H", "H", "H", "H", "H", "H", "H", "C", "C", "O", "O", "H", "H", "H"], "positions_angstrom": [[0.601, 0.083, 0.230], [-1.693, 0.636, -0.209], [-0.410, -1.274, 1.449], [0.832, 1.899, -0.814], [-0.254, -2.562, 1.228], [1.177, 1.850, -2.070], [-1.446, -1.134, 2.536], [-1.237, -2.454, 3.253], [-2.871, -1.144, 2.003], [-1.260, 0.085, 3.411], [-3.078, -2.052, 1.420], [-3.048, -0.266, 1.370], [-3.543, -1.119, 2.870], [-0.254, 0.102, 3.834], [-1.985, 0.004, 4.228], [-1.455, 1.005, 2.852], [0.545, 3.314, -0.411], [0.790, 4.050, -1.720], [1.498, 3.752, 0.686], [-0.875, 3.565, 0.059], [-1.599, 3.270, -0.704], [-0.965, 4.642, 0.236], [-1.095, 3.035, 0.989], [2.523, 3.773, 0.298], [1.438, 3.069, 1.544], [1.217, 4.766, 0.994], [1.169, 3.016, -2.702], [1.608, 4.777, -1.647], [-0.105, 4.534, -2.121], [-0.726, -3.349, 2.185], [-2.143, -2.923, 3.644], [-0.476, -2.368, 4.038], [0.355, -3.128, -0.003], [1.532, 0.596, -2.794], [0.461, -0.424, -2.600], [2.450, 0.232, -2.309], [1.741, 0.820, -3.841], [0.293, -1.018, -1.336], [-0.142, -2.343, -1.170], [2.180, 0.147, 0.373], [-1.038, -2.782, -2.145], [-1.180, -2.024, -3.310], [-1.811, -4.043, -1.919], [-0.436, -0.871, -3.570], [-1.844, -2.396, -4.089], [-0.555, -0.120, -4.859], [-1.332, -0.534, -5.504], [0.386, -0.152, -5.416], [-0.807, 0.931, -4.686], [-1.135, -4.895, -1.789], [-2.471, -4.270, -2.758], [-2.443, -3.978, -1.026], [0.140, -4.198, -0.062], [1.439, -2.980, 0.106], [3.507, 0.629, 3.533], [2.484, 0.080, 2.568], [2.602, -1.073, 2.100], [1.492, 0.892, 2.259], [4.277, -0.109, 3.747], [2.984, 0.917, 4.445], [3.990, 1.513, 3.097]]}


3.
{"formula": "C4H7N3", "method": "ωB97M-V/def2-TZVPD", "de_lowest_ev": 6.528, "spin_multiplicity": 1, "homo_ev": [-7.26, -7.26], "gap_ev": [7.20, 7.20], "elements": ["C", "C", "C", "C", "N", "N", "N", "H", "H", "H", "H", "H", "H", "H"], "positions_angstrom": [[1.337, 1.805, -0.128], [-2.348, 0.000, 0.491], [1.024, -1.802, -0.506], [-0.252, 0.169, -0.556], [0.388, 1.316, -0.764], [-1.634, 0.179, -0.511], [0.209, -1.032, -1.008], [1.812, 2.640, -0.411], [1.439, 1.282, 0.913], [-3.418, -0.053, 0.135], [-2.092, -0.264, 1.482], [1.217, -2.658, -1.189], [1.400, -1.564, 0.420], [0.918, -0.019, 1.629]]}


4.
{"formula": "C26H22AsMnN6S", "method": "ωB97M-V/def2-TZVPD", "spin_multiplicity": 2, "s2": 1.189, "total_charge": 1, "homo_ev": [-10.47, -10.49], "gap_ev": [7.21, 7.14], "elements": ["Mn", "S", "C", "C", "C", "C", "C", "C", "As", "C", "C", "C", "C", "C", "C", "C", "C", "C", "C", "C", "C", "H", "H", "H", "H", "H", "H", "H", "H", "H", "H", "H", "H", "H", "H", "N", "C", "N", "C", "N", "N", "C", "N", "C", "C", "C", "C", "C", "N", "H", "H", "H", "H", "H", "H", "H", "H"], "positions_angstrom": [[0.410, -1.276, -0.035], [2.629, -1.384, -0.611], [3.337, 0.241, -0.663], [4.724, 0.374, -0.734], [5.304, 1.633, -0.790], [4.517, 2.778, -0.772], [3.139, 2.659, -0.697], [2.558, 1.395, -0.637], [0.676, 1.091, -0.627], [-0.062, 2.875, -0.618], [-0.492, 3.393, -1.835], [-0.963, 4.699, -1.905], [-1.007, 5.480, -0.759], [-0.582, 4.959, 0.458], [-0.108, 3.656, 0.532], [0.376, 0.627, 1.282], [1.438, 0.325, 2.137], [1.206, 0.067, 3.482], [-0.085, 0.109, 3.985], [-1.152, 0.408, 3.143], [-0.924, 0.660, 1.800], [5.340, -0.517, -0.745], [6.383, 1.720, -0.852], [4.975, 3.758, -0.817], [2.517, 3.545, -0.687], [-0.445, 2.787, -2.731], [-1.292, 5.106, -2.853], [-1.368, 6.500, -0.813], [-0.616, 5.571, 1.351], [0.226, 3.253, 1.479], [2.449, 0.330, 1.761], [2.039, -0.164, 4.134], [-0.264, -0.080, 5.036], [-2.161, 0.451, 3.534], [-1.755, 0.919, 1.155], [-2.446, 0.610, -1.108], [-2.727, -0.675, -0.848], [-4.009, -1.010, -0.801], [-4.255, -2.305, -0.627], [-5.527, -2.695, -0.529], [-3.306, -3.269, -0.568], [-2.079, -2.821, -0.579], [-1.692, -1.538, -0.659], [-0.988, -3.819, -0.534], [-1.247, -5.173, -0.508], [-0.175, -6.051, -0.521], [1.106, -5.538, -0.581], [1.278, -4.164, -0.596], [0.246, -3.313, -0.564], [-3.225, 1.193, -1.363], [-1.538, 0.845, -1.467], [-6.262, -2.013, -0.578], [-5.739, -3.671, -0.428], [-2.273, -5.509, -0.487], [-0.342, -7.120, -0.489], [1.972, -6.183, -0.611], [2.263, -3.727, -0.645]]}


5.
{"formula": "C5H10N2O", "method": "ωB97M-V/def2-TZVPD", "de_lowest_ev": 2.110, "spin_multiplicity": 1, "smiles": "C=N[C@@](C)(C=O)NC", "homo_ev": -8.73, "gap_ev": 9.70, "elements": ["C", "N", "C", "C", "C", "O", "N", "C", "H", "H", "H", "H", "H", "H", "H", "H", "H", "H"], "positions_angstrom": [[-1.681, 1.130, 0.843], [-0.551, 0.554, 0.898], [-0.066, -0.327, -0.124], [-0.817, -1.654, -0.160], [-0.483, 0.550, -1.420], [-1.528, 0.424, -1.990], [1.352, -0.539, -0.040], [2.167, 0.583, 0.399], [-1.926, 1.807, 1.650], [-2.504, 0.884, 0.169], [-1.877, -1.488, -0.364], [-0.404, -2.272, -0.961], [-0.721, -2.160, 0.805], [0.320, 1.235, -1.722], [1.554, -1.357, 0.523], [1.939, 1.466, -0.203], [2.011, 0.845, 1.456], [3.215, 0.319, 0.243]]}


6.
{"formula": "C15H24NO3", "method": "ωB97M-V/def2-TZVPD", "de_lowest_ev": 2.708, "spin_multiplicity": 1, "total_charge": 1, "homo_ev": -10.66, "gap_ev": 5.72, "elements": ["C", "O", "C", "C", "C", "C", "C", "O", "C", "C", "C", "H", "H", "H", "H", "H", "H", "H", "H", "H", "H", "H", "C", "O", "C", "C", "C", "C", "C", "N", "H", "H", "H", "H", "H", "H", "H", "H", "H", "H", "H", "H", "H"], "positions_angstrom": [[-3.676, -3.930, -0.704], [-2.259, -3.967, -1.001], [-1.630, -2.814, -1.359], [-0.246, -2.920, -1.665], [0.460, -1.801, -2.014], [-0.177, -0.533, -2.068], [0.636, 0.567, -2.437], [0.162, 1.779, -2.430], [0.862, 2.840, -3.111], [-1.569, -0.422, -1.768], [-2.283, -1.552, -1.423], [-3.936, -4.960, -0.462], [-3.887, -3.284, 0.158], [-4.259, -3.597, -1.572], [0.227, -3.899, -1.616], [1.521, -1.835, -2.274], [1.671, 0.392, -2.760], [0.169, 3.682, -3.105], [1.780, 3.090, -2.563], [1.107, 2.548, -4.141], [-2.067, 0.544, -1.833], [-3.353, -1.489, -1.201], [-1.424, -1.040, 3.215], [-0.628, -0.465, 2.172], [0.523, 0.159, 2.675], [1.350, 0.711, 1.503], [2.652, 1.307, 2.065], [2.873, 2.605, 1.282], [1.475, 2.988, 0.752], [0.725, 1.773, 0.798], [-2.303, -1.469, 2.723], [-0.895, -1.843, 3.766], [-1.755, -0.289, 3.958], [0.262, 0.999, 3.354], [1.164, -0.554, 3.241], [1.574, -0.125, 0.809], [2.482, 1.526, 3.125], [3.479, 0.599, 1.995], [3.312, 3.395, 1.893], [3.552, 2.401, 0.447], [1.039, 3.756, 1.416], [1.502, 3.426, -0.255], [-0.209, 1.703, 0.413]]}


Number 4 is which compound?
C26H22AsMnN6S


Number 2 is which compound?
C22H31ClIrN2O4